Molecular formula: C44H41MnN9O5P2S3Se2
Method: DFT, ωB97M-V/def2-TZVPD

Structure (XYZ):
```
107
C44H41MnN9O5P2S3Se2 (ωB97M-V/def2-TZVPD)
C -3.29 -2.90 2.65
H -4.10 -3.54 5.03
C -2.67 2.85 -4.94
C -5.22 -0.15 0.22
O -0.82 2.36 0.27
H -2.83 -2.68 5.90
P 1.88 0.02 -2.05
H 2.42 -2.21 1.88
C 0.87 2.72 4.38
C -3.91 -1.12 -3.92
H -5.87 -1.02 2.44
C -2.76 1.05 -3.27
Se 0.61 -0.25 -3.71
P 3.17 0.63 1.76
C 2.69 1.63 -2.07
H -0.75 -2.47 3.74
C 4.19 -3.28 2.44
N -0.10 -0.57 -0.22
C 6.15 -1.96 2.84
H -2.10 -2.63 -0.93
H 7.19 -1.88 3.11
C 3.05 -2.39 -2.85
C 4.32 -1.14 -1.25
H 6.09 -4.10 3.01
C 3.99 -3.41 -2.81
H 6.12 -2.05 -0.55
C 1.40 2.36 5.62
C 3.01 0.94 4.54
C -1.54 -1.72 3.83
C 1.71 0.02 0.89
H 4.35 1.02 -3.29
H -4.40 -3.44 0.41
H -6.23 -2.37 3.55
N -4.06 -0.19 0.04
C -2.11 5.45 -5.75
C -5.43 -1.77 3.10
H -4.71 -3.07 -4.31
C 3.78 4.17 -2.18
C -2.12 3.75 -4.03
H 3.70 -4.25 2.38
H -3.38 2.55 -6.93
H -4.86 -1.29 3.88
H 4.47 -0.24 -0.66
O -6.41 -0.20 0.38
C 3.86 1.85 -2.79
C 5.53 -3.20 2.79
C 4.41 3.12 -2.84
H -1.89 6.47 -6.05
N -2.29 1.70 -2.28
C -2.94 3.26 -6.24
C -3.07 -0.39 -3.07
Mn -2.13 0.71 -0.07
H -4.45 -0.64 -4.72
C -2.65 4.56 -6.65
H -5.71 -4.12 1.39
H 5.91 0.16 2.54
S -1.74 3.30 -2.36
O -2.91 3.51 0.60
H 4.22 5.16 -2.21
H 2.89 1.21 6.66
H 1.15 2.52 -0.84
N 0.75 -0.38 1.76
C -2.61 -2.24 -1.81
H 2.18 -2.47 -3.50
C 5.10 -3.29 -1.98
N -2.87 -2.30 3.86
C 2.05 2.68 -1.42
S -1.79 2.91 1.33
C 5.43 -0.81 2.54
N -2.46 -0.95 -2.04
H 2.12 4.76 -0.95
C -5.17 -3.20 1.14
H -1.45 -1.03 2.99
C 2.47 1.48 5.70
H 5.83 -4.09 -1.93
H -1.40 -1.15 4.75
H -3.49 -4.11 -2.39
N -0.30 -0.71 1.09
S -2.28 -3.90 1.76
H 0.02 3.38 4.28
H 3.86 -4.29 -3.42
C -3.06 -3.20 4.98
O -1.10 3.84 2.21
C -1.85 5.05 -4.44
C 1.41 2.18 3.23
C 3.46 -2.14 2.14
C -3.39 -3.06 -2.62
C 4.08 -0.89 2.19
C 1.17 -0.13 -0.40
H 0.96 2.44 2.27
H -2.41 -4.09 4.90
C 2.47 1.28 3.31
H -1.43 5.75 -3.73
C 2.61 3.95 -1.48
H -3.09 0.86 -5.28
C 3.20 -1.26 -2.07
H 0.98 2.78 6.52
C 5.26 -2.15 -1.20
H 5.33 3.29 -3.38
N -2.95 1.54 -4.55
H -5.87 -2.47 0.72
H -2.86 4.85 -7.67
O -2.25 1.66 2.01
C -4.07 -2.47 -3.68
H 3.84 0.24 4.61
Se 4.46 2.06 0.88
N -4.56 -2.64 2.32
```

## Properties
ΔE to the lowest compared entry with this formula, charge and spin   0.000 eV
Highest occupied orbital energy (spin up / spin down)   -2.92 / -2.93 eV
Total charge   -2
M   1146.88 g mol⁻¹
Kohn-Sham gap (spin up / spin down)   6.72 / 6.73 eV
Spin multiplicity   6

***

Molecular formula: C44H42AsBrN2PtS2
Method: DFT, ωB97M-V/def2-TZVPD

Structure (XYZ):
```
93
C44H42AsBrN2PtS2 (ωB97M-V/def2-TZVPD)
H -1.70 -1.51 2.28
C 3.15 4.49 2.36
H -5.07 5.02 -0.67
H -3.27 3.89 -2.57
C -1.93 -2.20 1.48
S -1.34 0.68 0.44
C -6.77 3.88 -0.03
C 1.96 -4.37 1.85
C -2.73 -3.30 1.72
C -0.76 0.74 -4.55
H -3.65 -5.05 0.89
H 4.18 -6.79 2.70
C 4.04 -1.49 2.23
C 2.97 -5.03 2.54
H -1.20 1.31 -5.38
C 1.49 -3.01 2.25
C 2.54 3.77 3.42
C -1.76 -2.82 -0.82
C -7.22 2.70 0.54
H 3.73 1.91 -4.94
C 2.37 -1.09 -5.67
Pt 0.88 0.26 1.14
H 3.86 -1.17 3.25
H -2.44 3.09 0.78
H 3.12 -7.91 0.78
C 1.05 -0.82 -5.33
C -6.29 1.73 0.92
H 2.00 -2.41 -1.05
C 2.88 -2.29 -0.41
H 3.42 -4.55 3.40
N -0.93 1.54 -3.35
C -1.59 1.48 -1.07
H 0.98 1.85 6.39
H 0.42 -2.91 2.08
C -0.95 0.96 -2.10
C 0.69 0.43 -4.86
H -2.83 4.40 -0.33
H 2.04 4.06 6.78
H 3.35 -3.26 -0.26
C 3.12 3.98 1.09
H 1.39 2.39 -4.33
C -5.41 4.09 -0.24
N -2.50 2.54 -1.21
H 4.36 -0.32 -5.82
H 3.59 4.52 0.28
S 0.04 -0.45 -1.73
C 1.78 -6.28 0.38
C 1.92 2.51 3.15
H -7.49 4.65 -0.32
C 2.80 -6.93 1.07
H -4.22 1.18 1.01
H 0.30 -1.60 -5.41
H 3.03 5.28 4.87
C 2.98 1.14 -5.06
H 2.45 2.40 -0.19
C -1.42 -1.94 0.20
C -3.01 3.34 -0.11
H 3.57 -1.60 -0.89
C -2.80 2.90 -2.57
H -1.67 3.17 -4.42
H 1.30 -6.77 -0.46
H -3.50 2.19 -3.02
H 3.62 5.43 2.57
C -0.50 -0.78 -0.02
H -1.39 -2.63 -1.82
H -0.79 3.59 -2.94
H -8.27 2.53 0.70
C 2.56 4.31 4.73
C 1.89 1.98 1.82
H -1.32 -0.19 -4.46
C -4.49 3.12 0.13
C -4.94 1.94 0.71
H -6.63 0.81 1.38
C 1.66 1.41 -4.72
C 3.39 -6.29 2.16
H 1.69 -2.80 3.30
C 1.36 1.87 4.30
C 1.36 -5.02 0.77
H 0.56 -4.52 0.23
C -2.56 -3.93 -0.58
H -2.79 -4.61 -1.39
C -1.50 2.88 -3.39
As 2.36 -1.53 1.28
C -3.04 -4.18 0.69
C 1.41 2.39 5.56
H 4.72 -0.79 1.74
Br 0.53 0.16 4.17
C 2.02 3.65 5.78
H 4.48 -2.49 2.22
C 2.48 2.75 0.84
H -3.10 -3.47 2.72
H 2.64 -2.08 -6.04
C 3.33 -0.11 -5.54
```

## Properties
ΔE to the lowest compared entry with this formula, charge and spin   0.329 eV
Highest occupied orbital energy   -6.58 eV
M   1012.87 g mol⁻¹
Kohn-Sham gap   7.12 eV

***

Molecular formula: C44H42F6N4
Method: DFT, ωB97M-V/def2-TZVPD

Structure (XYZ):
```
96
C44H42F6N4 (ωB97M-V/def2-TZVPD)
C -0.23 -3.63 -4.79
N -0.52 1.38 0.38
C 1.93 3.21 -3.08
C 5.14 -4.20 3.90
C -0.31 -2.20 4.67
H 3.80 -5.86 3.52
H 3.32 -2.58 0.87
H -3.89 6.21 -2.68
H 1.87 -0.63 0.02
N 2.89 3.78 -3.31
H -6.15 -1.02 -2.84
C 0.15 -2.37 -5.24
N 0.92 5.81 -0.78
H 5.99 2.91 -0.57
C -2.93 0.99 -2.12
H -4.27 -2.52 -1.45
C -2.35 5.24 0.69
H 0.85 1.84 -1.89
H 5.15 -1.32 2.12
H -0.83 -4.91 -0.60
H 2.94 -1.26 4.48
C 3.51 -4.28 2.14
F -4.15 7.99 -0.83
C 5.45 -2.90 3.50
H 1.10 -0.51 -4.75
C 0.10 -0.24 6.04
H 4.67 4.17 -0.54
C -3.53 5.93 -1.71
H -2.88 7.21 1.39
C 0.87 -1.52 -4.43
C 1.09 5.14 0.14
C 4.01 2.20 -0.69
H 0.64 4.45 2.10
C 5.02 3.22 -0.94
C -3.46 -2.75 -0.77
H 1.40 -3.56 -1.80
C 0.71 2.48 -2.76
H 0.44 -1.63 0.10
H 1.37 -2.88 3.54
C -3.53 6.81 -0.63
H -1.98 4.97 1.67
H 5.74 -4.69 4.65
H 1.16 3.24 0.91
C 1.92 -1.23 4.83
C -4.06 1.24 -1.36
H -2.02 -1.94 2.16
F 1.85 -1.11 -2.30
H 0.09 -5.11 -3.30
H -0.81 -4.31 -5.40
C 1.03 -2.16 4.28
C -4.13 -0.68 -3.33
C -1.60 -4.20 -0.32
C -2.25 -2.49 1.25
C 0.28 -4.09 -3.59
C 4.11 -4.86 3.23
C -1.41 -3.50 0.87
H -2.82 -4.30 -2.09
C -3.31 -2.09 0.45
N 3.20 1.40 -0.54
C 4.82 -2.31 2.41
C -2.29 4.37 -0.37
F 2.48 -4.89 1.50
C 1.42 -0.28 5.70
H 6.24 -2.38 4.01
C -0.75 -1.24 5.59
H -4.02 1.97 -0.55
C 0.93 -0.77 0.56
F -0.39 0.67 6.90
H 1.17 -0.96 1.60
H -0.11 -2.16 -6.27
H 2.12 0.48 6.05
H -1.79 -1.10 5.85
H -2.03 1.54 -1.89
C -2.97 0.03 -3.12
C 1.32 4.26 1.27
H -2.07 -0.20 -3.68
H 2.34 4.34 1.63
C -5.27 -0.45 -2.57
C 1.05 -3.25 -2.78
H -3.96 -1.25 0.67
H 5.08 3.34 -2.02
H -6.11 0.63 -0.97
C -2.66 -3.82 -1.13
H -2.97 3.98 -2.41
H -0.98 -2.96 4.31
C -2.95 6.49 0.58
F -4.14 -1.59 -4.32
C -5.22 0.50 -1.57
H -0.13 3.16 -2.62
C 1.25 -1.93 -3.17
C -2.91 4.69 -1.59
C 3.86 -3.01 1.70
H -1.84 3.39 -0.26
F -0.35 -3.83 1.64
H 0.45 1.81 -3.59
C 0.11 0.42 0.44
```

## Properties
ΔE to the lowest compared entry with this formula, charge and spin   0.000 eV
Highest occupied orbital energy   -9.00 eV
Structure (SMILES)   Fc1ccccc1.Fc1ccccc1.Fc1ccccc1.Fc1ccccc1.Fc1ccccc1.Fc1ccccc1.CC#N.CC#N.CC#N.CC#N
M   740.84 g mol⁻¹
Kohn-Sham gap   9.41 eV